Formula: C31H26BaClN6O7S2Se2
Source: OMol25
Level of theory: the ωB97M-V functional and the def2-TZVPD basis

Values from the calculation:
Charge: -1
Frontier orbital gap in eV: 6.74

Each line ends with the Löwdin charge.
Atoms and positions in Å:
Ba: -0.58512 0.74640 0.93260  1.767
S: -1.71605 4.42553 4.62640  0.935
C: -3.26604 3.89681 4.15052  -0.479
C: -3.19805 2.94495 3.17676  -0.278
C: -1.87752 2.57819 2.74294  -0.286
C: -0.96911 3.31337 3.46143  -0.551
C: 0.49533 3.29987 3.36958  -0.308
C: 1.30829 4.08898 4.19999  -0.055
C: 2.67840 4.04725 4.06435  -0.080
C: 3.24921 3.22236 3.10180  -0.077
C: 2.39050 2.47236 2.32280  -0.168
N: 1.06318 2.49830 2.44901  -0.005
H: -4.14731 4.31286 4.61661  0.045
H: -4.10300 2.49981 2.77546  0.069
H: 0.85626 4.72714 4.94721  0.072
H: 3.30316 4.65513 4.70811  0.101
H: 4.31918 3.15388 2.96424  0.097
H: 2.78126 1.79690 1.56769  0.095
O: -5.44181 -0.65614 -5.02335  -0.058
C: -5.29622 0.59319 -4.36536  -0.209
C: -4.46370 0.42184 -3.12608  -0.182
C: -4.57980 1.31816 -2.07431  -0.006
C: -3.73731 1.17495 -0.98682  -0.119
N: -2.82954 0.21012 -0.89130  0.033
C: -2.71810 -0.66165 -1.89767  -0.198
C: -3.51884 -0.58642 -3.03040  0.051
C: -1.63199 -1.68404 -1.78207  -0.197
C: -1.62626 -2.84790 -2.53962  0.050
C: -0.54838 -3.71494 -2.43320  -0.179
C: -0.50500 -5.01150 -3.19151  -0.209
O: -1.41194 -4.96752 -4.28245  -0.060
C: 0.49048 -3.37848 -1.57737  -0.005
C: 0.38396 -2.21602 -0.83491  -0.158
N: -0.65427 -1.39203 -0.92484  0.015
H: -5.90591 -0.51166 -5.85184  0.086
H: -6.27069 1.01147 -4.09235  0.120
H: -4.79210 1.31561 -5.01863  0.132
H: -5.29991 2.12624 -2.10091  0.115
H: -3.78101 1.87188 -0.15603  0.113
H: -3.39313 -1.27917 -3.84906  0.116
H: -2.44235 -3.09074 -3.20365  0.113
H: -0.76975 -5.82309 -2.50304  0.131
H: 0.51878 -5.18818 -3.53714  0.123
H: -1.41830 -5.82902 -4.70689  0.085
H: 1.37097 -4.00089 -1.47881  0.120
H: 1.17503 -1.93332 -0.14884  0.080
Se: 5.14717 -0.67411 0.35089  0.626
Se: 4.09924 -2.62837 0.90791  0.623
C: 3.20314 -2.13584 2.55038  -0.681
C: 2.87205 -3.18278 3.39951  -0.142
C: 2.18863 -2.88529 4.56641  -0.097
C: 1.88423 -1.56468 4.83604  -0.075
C: 2.26445 -0.59816 3.91860  -0.152
N: 2.91807 -0.86742 2.78784  0.040
C: 4.11013 -0.11078 -1.18782  -0.671
C: 4.25090 1.20869 -1.60216  -0.121
C: 3.60171 1.60090 -2.76055  -0.085
C: 2.83560 0.67663 -3.44759  -0.085
C: 2.74107 -0.60210 -2.93007  -0.140
N: 3.37687 -1.00104 -1.82778  0.030
H: 3.13235 -4.20142 3.14266  0.095
H: 1.87083 -3.67481 5.23321  0.110
H: 1.31862 -1.28423 5.71256  0.110
H: 2.01541 0.44373 4.08510  0.097
H: 4.83678 1.90873 -1.01902  0.100
H: 3.66409 2.62538 -3.10470  0.110
H: 2.27931 0.95233 -4.33096  0.107
H: 2.11506 -1.34459 -3.41127  0.107
O: -0.79400 -3.52858 3.75321  -0.609
S: -0.51910 -2.77740 2.51268  0.576
N: -0.41147 -1.31388 2.52835  -0.648
O: -0.83103 2.72646 -1.11653  -0.445
Cl: 0.30311 2.21358 -1.86517  0.625
O: 1.07811 3.28233 -2.42044  -0.315
O: -0.16025 1.33256 -2.90788  -0.333
O: 1.12349 1.45336 -0.92249  -0.555

=====

Formula: C5H12S
Source: OMol25
Level of theory: the ωB97M-V functional and the def2-TZVPD basis

Values from the calculation:
Charge: 0
SMILES string: C=CC.CCS
Frontier orbital gap in eV: 9.48

Each line ends with the Löwdin charge.
Atoms and positions in Å:
C: 0.04477 0.18663 1.60150  -0.261
C: 1.47530 0.52962 1.77789  -0.647
S: 2.56186 -1.00984 1.56981  0.587
H: -0.68015 0.48250 2.60687  0.153
H: -0.02257 0.84054 0.62500  0.079
H: -0.24096 -0.82405 1.21911  0.037
H: 1.89298 1.05832 2.65585  0.050
H: 1.93160 1.30032 0.93438  0.108
H: 1.68861 -1.74934 2.38368  -0.118
C: -0.29334 0.30122 -2.46587  -0.126
C: -0.82198 -0.72271 -1.42096  -0.185
C: -1.96834 -0.22756 -0.71796  -0.019
H: -1.14402 0.91367 -2.86028  0.081
H: 0.13536 -0.19949 -3.29705  0.037
H: 0.52813 0.89841 -2.04897  0.068
H: -0.39070 -1.68789 -1.52690  0.074
H: -2.12689 -0.49420 0.33596  0.038
H: -2.56964 0.40386 -1.37207  0.045

=====

Formula: C14H15N3O3S
Source: OMol25
Level of theory: the ωB97M-V functional and the def2-TZVPD basis

Values from the calculation:
Charge: 0
SMILES string: CCOC(=O)Cc1csc(NC(=O)Nc2ccccc2)n1
Frontier orbital gap in eV: 8.73

Each line ends with the Löwdin charge.
Atoms and positions in Å:
C: 3.15365 3.65731 -1.53486  -0.061
C: 2.78122 2.66196 -0.44618  -0.207
H: 3.41478 2.78404 0.43443  0.124
H: 1.72846 2.77906 -0.16891  0.124
O: 2.99928 1.31318 -0.87189  0.006
C: 2.04682 0.74701 -1.60894  -0.503
O: 1.02829 1.28825 -1.94379  0.106
C: 2.39938 -0.69875 -1.91778  -0.017
C: 2.04096 -1.50769 -0.71035  -0.380
C: 2.80217 -2.44607 -0.09691  -0.351
S: 1.97403 -3.11253 1.27004  1.047
C: 0.62984 -2.03242 0.90414  -0.590
N: 0.82575 -1.28774 -0.13176  0.082
N: -0.47705 -2.02441 1.68191  0.114
C: -1.61866 -1.18747 1.60485  -0.501
O: -2.48514 -1.34533 2.43292  0.077
N: -1.57535 -0.30218 0.59344  0.154
C: -2.52017 0.67461 0.25739  -0.210
C: -2.20342 1.52660 -0.79946  -0.019
C: -3.09373 2.51102 -1.18260  -0.087
C: -4.30280 2.65698 -0.52156  -0.105
C: -4.61441 1.81039 0.52831  -0.086
C: -3.73247 0.82016 0.92322  -0.017
H: -3.97544 0.16269 1.74102  0.097
H: -5.55469 1.91844 1.04855  0.102
H: -4.99727 3.42675 -0.82361  0.096
H: -2.84104 3.16726 -2.00221  0.102
H: -1.25961 1.41494 -1.31327  0.090
H: -0.74356 -0.33719 0.00131  0.102
H: -0.51249 -2.67589 2.45452  0.145
H: 3.78083 -2.79162 -0.35621  0.069
H: 3.46205 -0.79544 -2.13171  0.129
H: 1.80393 -1.02368 -2.77294  0.135
H: 3.03468 4.66871 -1.15742  0.078
H: 2.50502 3.52525 -2.39726  0.075
H: 4.18652 3.51154 -1.84198  0.078

=====

Formula: C4H7NO
Source: OMol25
Level of theory: the ωB97M-V functional and the def2-TZVPD basis

Values from the calculation:
Charge: 0
SMILES string: C[C@H]1CN=CO1
Frontier orbital gap in eV: 10.59

Each line ends with the Löwdin charge.
Atoms and positions in Å:
C: -1.35222 -0.60192 0.52228  -0.042
C: 0.05854 -0.65451 -0.04808  -0.330
C: 0.33504 0.38974 -1.15380  -0.168
N: 1.09600 1.45184 -0.48484  0.067
C: 1.41108 0.97493 0.64410  -0.238
O: 0.99103 -0.26140 0.99169  -0.036
H: -1.34414 -0.94656 1.55974  0.082
H: -2.03408 -1.24119 -0.04744  0.083
H: -1.74367 0.42129 0.50304  0.085
H: 0.32751 -1.67315 -0.34022  0.140
H: 0.93808 -0.00957 -1.97768  0.113
H: -0.58757 0.79595 -1.58171  0.111
H: 2.01222 1.47902 1.39525  0.133

=====

Formula: C4H5NO2
Source: OMol25
Level of theory: the ωB97M-V functional and the def2-TZVPD basis

Values from the calculation:
Charge: 0
SMILES string: O=C=NCCC=O
Frontier orbital gap in eV: 10.84

Each line ends with the Löwdin charge.
Atoms and positions in Å:
O: 0.19746 -1.86859 -0.67947  0.061
C: -0.25276 -0.80895 -1.04651  -0.262
C: -1.42853 -0.11289 1.04392  -0.358
O: -2.46575 -0.48421 0.63633  0.165
N: -0.39990 0.30665 1.53065  0.120
C: 0.49105 0.51871 -0.67311  -0.127
C: 0.86123 0.42600 0.80692  -0.195
H: -1.17733 -0.79744 -1.65930  0.128
H: -0.06682 1.45456 -0.82330  0.120
H: 1.34549 0.53368 -1.35058  0.116
H: 1.47419 -0.46217 0.98062  0.116
H: 1.40268 1.29097 1.20672  0.116

=====

Formula: C2H5FIP
Source: OMol25
Level of theory: the ωB97M-V functional and the def2-TZVPD basis

Values from the calculation:
Charge: 0
Frontier orbital gap (alpha / beta) in eV: 8.08 / 8.34

Each line ends with the Löwdin charge.
Atoms and positions in Å:
C: -0.85783 0.08702 -0.32542  -0.338
C: 1.08537 -1.45525 0.50553  -0.670
F: -0.08038 2.11957 0.98141  -0.419
P: -0.10603 1.71343 -0.61053  0.749
I: 2.56138 -0.68746 -0.61267  0.765
H: -1.13306 -0.37430 -1.30080  0.018
H: -1.42107 -0.25508 0.56305  0.029
H: 0.90068 -1.22334 1.53941  -0.020
H: 0.43761 -2.11617 -0.08116  -0.037
H: -1.38667 2.19160 -0.65882  -0.078

=====

Values of relative energy (zero: lowest compared OMol25 entry of this formula, charge and spin), in order: 35.4 390.2 0.0 95.6 100.8 412.8, all in kJ/mol.